Entry 1:
115
Properties=species:S:1:pos:R:3 method="wB97M-V/def2-TZVPD" e_above_lowest_ev=0.603 charge=0 smiles=COC[C@H](C)N.COC[C@H](C)N.COC[C@H](C)N.COC[C@H](C)N.COC[C@H](C)N.OCCO.OCCO.OCCO homo_energy_ev=-9.3 fmax_ha_per_bohr=0.0380 energy_ev=-58114.537 lumo_energy_ev=0.40
C -0.806 3.166 3.007
O 0.158 4.141 3.368
C 0.115 4.443 4.752
C 1.389 5.222 5.054
C 2.650 4.359 5.029
N 1.413 5.966 6.323
H -0.567 2.249 3.552
H -0.598 2.953 1.953
H -1.851 3.481 3.025
H -0.793 4.999 5.008
H 0.140 3.519 5.349
H 1.483 5.978 4.268
H 2.655 3.660 5.870
H 3.547 4.965 5.157
H 2.787 3.863 4.067
H 0.635 6.604 6.450
H 1.337 5.274 7.066
C 1.624 0.545 2.205
O 1.483 0.861 0.842
C 0.719 -0.106 0.121
C 0.817 0.194 -1.377
C 0.331 1.578 -1.733
N 0.061 -0.779 -2.185
H 2.147 1.303 2.785
H 2.103 -0.421 2.380
H 0.619 0.496 2.639
H 1.178 -1.073 0.337
H -0.333 -0.084 0.430
H 1.865 0.148 -1.691
H 0.813 2.327 -1.097
H -0.756 1.699 -1.680
H 0.531 1.871 -2.766
H -0.879 -0.856 -1.786
H 0.415 -1.699 -1.890
C -4.832 -2.933 3.502
O -4.015 -3.949 2.980
C -3.091 -4.459 3.920
C -2.039 -3.442 4.392
C -1.161 -2.924 3.274
N -1.204 -3.986 5.456
H -5.326 -3.173 4.450
H -5.682 -2.727 2.849
H -4.280 -1.996 3.606
H -3.617 -4.946 4.750
H -2.570 -5.300 3.451
H -2.552 -2.564 4.792
H -1.766 -2.778 2.378
H -0.351 -3.628 3.058
H -0.614 -2.002 3.475
H -0.645 -4.809 5.276
H -1.789 -4.209 6.255
C -3.080 -1.897 0.140
O -2.630 -1.371 -1.091
C -3.368 -1.963 -2.149
C -3.186 -1.196 -3.470
C -3.395 0.294 -3.256
N -4.159 -1.680 -4.451
H -4.170 -1.840 0.231
H -2.721 -1.287 0.971
H -2.760 -2.929 0.305
H -3.148 -3.021 -2.323
H -4.433 -1.921 -1.879
H -2.140 -1.412 -3.700
H -3.369 0.920 -4.147
H -2.615 0.735 -2.619
H -4.273 0.511 -2.639
H -5.101 -1.551 -4.096
H -4.133 -1.091 -5.275
C -2.909 -5.920 0.150
O -2.034 -4.982 -0.419
C -0.984 -5.491 -1.198
C -0.193 -4.311 -1.772
C 0.937 -4.860 -2.641
N 0.329 -3.478 -0.690
H -2.381 -6.639 0.784
H -3.563 -6.384 -0.593
H -3.588 -5.386 0.820
H -0.332 -6.158 -0.613
H -1.342 -6.128 -2.020
H -0.903 -3.829 -2.449
H 1.612 -5.482 -2.044
H 1.526 -4.074 -3.108
H 0.519 -5.547 -3.378
H -0.482 -3.288 -0.092
H 0.841 -4.066 -0.030
O 4.157 6.092 -2.409
C 2.900 5.918 -3.052
C 2.603 4.458 -3.327
O 3.494 3.928 -4.315
H 4.865 5.808 -2.995
H 2.154 6.362 -2.392
H 2.906 6.511 -3.973
H 1.560 4.301 -3.596
H 2.825 3.886 -2.420
H 4.302 3.686 -3.857
O 1.562 0.354 -7.837
C 2.254 0.400 -6.589
C 1.273 -0.114 -5.540
O 1.919 -0.143 -4.279
H 2.122 0.787 -8.488
H 3.178 -0.180 -6.643
H 2.466 1.437 -6.314
H 0.790 -1.069 -5.772
H 0.449 0.612 -5.486
H 1.247 -0.429 -3.627
O 3.700 2.088 0.083
C 3.542 3.423 0.487
C 4.759 3.953 1.212
O 5.079 3.131 2.348
H 2.828 1.642 -0.015
H 3.554 4.048 -0.426
H 2.593 3.589 1.006
H 4.560 4.918 1.673
H 5.607 3.987 0.525
H 5.488 2.311 2.062

Entry 2:
118
Properties=species:S:1:pos:R:3 method="wB97M-V/def2-TZVPD" e_above_lowest_ev=0.000 charge=-1 homo_energy_ev=-7.3 fmax_ha_per_bohr=0.0254 energy_ev=-127833.916 lumo_energy_ev=2.37
As 0.051 0.344 -0.150
F -0.225 0.215 -1.851
F 1.723 0.732 -0.410
F 0.290 0.483 1.534
F -1.623 0.030 0.124
F 0.435 -1.327 -0.056
F -0.310 2.046 -0.251
C 3.013 -2.685 -3.588
C 2.306 -1.529 -2.918
O 3.202 -0.908 -2.003
H 2.332 -3.141 -4.319
H 3.225 -3.511 -2.905
H 3.931 -2.377 -4.085
H 1.454 -1.934 -2.361
H 1.980 -0.817 -3.684
H 2.679 -0.272 -1.495
C 2.582 3.287 2.378
C 2.310 3.179 3.855
O 2.816 4.362 4.486
H 3.652 3.462 2.238
H 2.028 4.106 1.923
H 2.352 2.370 1.833
H 2.762 2.284 4.298
H 1.236 3.088 4.061
H 2.967 4.175 5.415
C 4.094 -2.361 1.460
C 4.473 -0.903 1.390
O 5.805 -0.726 0.857
H 4.845 -2.963 1.965
H 3.857 -2.744 0.466
H 3.133 -2.433 1.986
H 4.485 -0.408 2.364
H 3.784 -0.377 0.731
H 6.334 -0.285 1.523
C -3.289 -2.662 1.667
C -4.169 -1.437 1.841
O -4.315 -0.731 0.615
H -3.245 -3.249 2.592
H -2.263 -2.381 1.414
H -3.648 -3.339 0.890
H -3.747 -0.783 2.613
H -5.176 -1.735 2.136
H -3.430 -0.419 0.387
C -3.817 5.353 0.387
C -2.511 4.699 -0.025
O -2.520 3.354 0.424
H -3.837 6.376 0.013
H -3.966 5.304 1.463
H -4.619 4.802 -0.112
H -1.653 5.235 0.400
H -2.433 4.731 -1.117
H -1.720 2.901 0.127
C -2.291 -2.606 -3.736
C -2.775 -2.045 -2.400
O -4.210 -2.079 -2.368
H -2.790 -2.051 -4.533
H -2.593 -3.646 -3.894
H -1.206 -2.543 -3.839
H -2.401 -1.031 -2.311
H -2.422 -2.662 -1.568
H -4.459 -2.967 -2.102
C -1.793 1.559 4.798
C -1.877 1.911 3.334
O -2.621 3.100 3.186
H -2.788 1.399 5.216
H -1.294 2.357 5.347
H -1.250 0.619 4.924
H -2.351 1.103 2.755
H -0.863 1.978 2.910
H -2.798 3.212 2.239
C 0.945 -4.839 -0.197
C 0.473 -5.839 -1.217
C 0.372 -5.301 -2.628
O 1.391 -6.956 -1.176
H 1.117 -5.298 0.779
H 0.244 -4.010 -0.106
H 1.936 -4.439 -0.442
H -0.496 -6.227 -0.874
H -0.098 -6.050 -3.271
H 1.362 -5.136 -3.054
H -0.172 -4.358 -2.658
H 1.024 -7.652 -1.727
C 0.466 -3.216 3.097
C 0.391 -2.166 4.188
C -1.001 -1.687 4.469
O 0.907 -2.687 5.434
H 0.167 -2.799 2.131
H -0.238 -4.044 3.236
H 1.462 -3.653 2.997
H 1.020 -1.325 3.871
H -1.397 -1.148 3.605
H -1.024 -1.011 5.328
H -1.703 -2.478 4.744
H 1.788 -3.020 5.238
C -3.200 1.589 -3.389
C -2.039 1.989 -4.289
C -1.311 3.202 -3.721
O -1.121 0.916 -4.482
H -3.614 0.612 -3.640
H -3.999 2.329 -3.476
H -2.879 1.566 -2.343
H -2.420 2.205 -5.290
H -0.467 3.440 -4.378
H -0.896 2.960 -2.741
H -1.933 4.098 -3.702
H -0.916 0.531 -3.622
C 2.063 4.548 -1.168
C 3.050 3.619 -1.842
C 2.394 2.869 -2.992
O 4.162 4.383 -2.366
H 1.265 3.980 -0.684
H 1.650 5.250 -1.893
H 2.552 5.095 -0.357
H 3.502 2.903 -1.159
H 3.094 2.197 -3.483
H 1.955 3.572 -3.708
H 1.534 2.280 -2.654
H 3.798 5.117 -2.870

Entry 3:
118
Properties=species:S:1:pos:R:3 method="wB97M-V/def2-TZVPD" e_above_lowest_ev=6.603 charge=0 smiles="COC[C@H](C)N.COC[C@H](C)N.COC[C@H](C)N.COC[C@H](C)N.COC[C@H](C)N.COC[C@H](C)N.NC(N)=O.NC(N)=O" homo_energy_ev=-9.3 fmax_ha_per_bohr=0.1281 energy_ev=-59436.334 lumo_energy_ev=0.21
C -1.888 -16.469 -31.194
O -0.828 -16.731 -30.285
C -0.019 -15.482 -30.079
C 1.143 -15.932 -29.164
C 0.714 -16.529 -27.863
N 2.084 -14.900 -28.809
H -2.657 -15.866 -30.710
H -2.474 -17.361 -31.416
H -1.513 -16.065 -32.134
H 0.339 -15.251 -31.083
H -0.602 -14.683 -29.620
H 1.610 -16.732 -29.737
H 0.095 -15.939 -27.187
H 1.406 -17.158 -27.303
H -0.040 -17.262 -28.148
H 2.903 -15.468 -28.645
H 2.255 -14.509 -29.724
C 3.050 -20.969 -22.261
O 3.605 -21.764 -23.263
C 3.115 -23.029 -23.541
C 2.224 -23.086 -24.785
C 1.829 -24.434 -25.291
N 2.891 -22.483 -25.926
H 3.539 -19.997 -22.186
H 3.037 -21.429 -21.273
H 2.024 -20.719 -22.531
H 3.964 -23.683 -23.739
H 2.478 -23.449 -22.763
H 1.340 -22.566 -24.416
H 0.923 -24.377 -25.894
H 1.619 -25.034 -24.406
H 2.505 -25.039 -25.897
H 3.165 -21.554 -25.640
H 3.734 -23.035 -25.859
C 9.779 -29.790 -29.000
O 10.319 -28.527 -28.846
C 9.369 -27.507 -28.722
C 8.767 -26.964 -30.010
C 9.727 -26.728 -31.220
N 8.090 -25.771 -29.640
H 9.304 -30.103 -28.070
H 10.559 -30.519 -29.221
H 9.048 -29.897 -29.802
H 8.569 -27.796 -28.040
H 9.933 -26.699 -28.257
H 8.031 -27.634 -30.455
H 9.206 -26.485 -32.146
H 10.249 -27.673 -31.369
H 10.443 -25.918 -31.078
H 8.663 -24.948 -29.519
H 7.602 -25.442 -30.461
C 3.321 -17.212 -37.021
O 4.127 -17.452 -35.857
C 4.477 -18.867 -35.810
C 5.477 -19.175 -34.625
C 6.977 -18.757 -34.894
N 5.645 -20.576 -34.498
H 2.826 -16.284 -36.735
H 2.546 -17.979 -37.039
H 3.918 -17.046 -37.917
H 3.511 -19.353 -35.670
H 5.035 -19.250 -36.665
H 5.074 -18.768 -33.697
H 7.011 -17.667 -34.891
H 7.312 -19.073 -35.882
H 7.619 -19.214 -34.141
H 4.672 -20.845 -34.524
H 6.164 -20.805 -35.335
C 6.383 -32.064 -34.132
O 5.229 -31.922 -33.240
C 4.131 -31.117 -33.809
C 2.880 -31.454 -32.902
C 2.413 -33.006 -33.057
N 1.698 -30.669 -33.179
H 6.049 -32.616 -35.010
H 7.144 -32.713 -33.698
H 6.761 -31.066 -34.356
H 4.355 -30.050 -33.796
H 3.946 -31.423 -34.839
H 3.286 -31.279 -31.906
H 1.642 -33.209 -32.313
H 3.233 -33.699 -32.868
H 1.992 -33.191 -34.045
H 1.297 -30.983 -34.051
H 1.081 -30.891 -32.411
C -8.014 -22.582 -32.696
O -9.088 -21.635 -32.443
C -9.663 -21.118 -33.635
C -10.128 -22.271 -34.590
C -10.681 -21.817 -36.031
N -11.183 -23.109 -34.077
H -7.358 -22.352 -33.535
H -8.468 -23.563 -32.843
H -7.352 -22.635 -31.832
H -10.424 -20.374 -33.402
H -8.819 -20.704 -34.188
H -9.239 -22.831 -34.880
H -11.134 -22.570 -36.677
H -9.878 -21.424 -36.654
H -11.555 -21.166 -36.021
H -10.854 -23.672 -33.306
H -11.644 -22.338 -33.615
N -3.714 -26.287 -36.788
C -4.010 -26.195 -38.078
N -3.644 -25.036 -38.548
O -4.383 -27.092 -38.807
H -3.972 -27.135 -36.305
H -3.187 -25.545 -36.351
H -2.972 -24.514 -38.003
H -3.664 -24.885 -39.546
N 0.544 -22.224 -31.532
C 0.550 -23.136 -32.432
N 1.230 -24.145 -32.034
O -0.146 -23.074 -33.400
H 0.013 -21.366 -31.576
H 1.169 -22.319 -30.744
H 1.380 -24.161 -31.035
H 0.918 -24.960 -32.543

Entry 4:
124
Properties=species:S:1:pos:R:3 method="wB97M-V/def2-TZVPD" charge=0 smiles="COCCNCCOC.COCCNCCOC.NC(N)=O.NC(N)=O.NC(N)=O.NC(N)=O.NC(N)=O.CC(C)O.CC(C)O.CC(C)O" homo_energy_ev=-8.4 fmax_ha_per_bohr=0.0591 energy_ev=-70615.410 lumo_energy_ev=0.25
C -3.616 -3.121 0.492
O -3.463 -3.777 1.696
C -2.301 -4.592 1.681
C -2.001 -5.256 3.026
N -1.123 -4.519 3.871
C 0.334 -4.527 3.515
C 1.297 -4.554 4.697
O 2.530 -4.966 4.226
C 3.588 -4.856 5.173
H -4.153 -3.743 -0.303
H -2.672 -2.734 0.154
H -4.306 -2.264 0.598
H -1.359 -4.045 1.455
H -2.424 -5.320 0.903
H -1.475 -6.202 2.812
H -2.954 -5.485 3.536
H -1.382 -3.568 4.128
H 0.472 -3.659 2.853
H 0.581 -5.467 3.019
H 0.876 -5.146 5.500
H 1.397 -3.501 5.134
H 4.520 -5.191 4.684
H 3.366 -5.551 5.962
H 3.744 -3.797 5.489
C 7.295 6.503 -1.089
O 5.951 6.152 -0.813
C 5.699 5.229 0.174
C 4.120 5.071 0.337
N 3.451 4.363 -0.754
C 3.581 2.944 -0.742
C 2.439 2.169 -1.393
O 2.254 2.393 -2.770
C 3.173 1.791 -3.585
H 7.179 7.456 -1.668
H 7.705 5.753 -1.734
H 7.788 6.521 -0.155
H 6.297 5.520 1.086
H 6.063 4.253 -0.158
H 3.655 6.065 0.448
H 3.861 4.618 1.315
H 3.545 4.788 -1.672
H 3.548 2.588 0.299
H 4.541 2.577 -1.202
H 1.496 2.430 -0.939
H 2.627 1.092 -1.237
H 3.008 2.160 -4.616
H 3.123 0.662 -3.562
H 4.212 2.055 -3.255
N 3.486 -3.307 1.788
C 3.024 -2.908 0.561
N 3.949 -2.332 -0.307
O 1.844 -3.014 0.264
H 2.963 -3.938 2.369
H 4.499 -3.344 1.983
H 3.523 -2.069 -1.177
H 4.962 -2.204 -0.235
N -4.960 1.045 3.062
C -4.347 1.984 2.176
N -5.099 3.053 1.831
O -3.265 1.713 1.666
H -5.652 1.483 3.665
H -4.526 0.212 3.420
H -6.109 2.919 1.976
H -4.749 3.558 0.970
N -3.115 -2.721 -3.912
C -4.103 -3.180 -3.178
N -4.146 -4.535 -2.934
O -5.016 -2.466 -2.667
H -2.448 -3.318 -4.412
H -3.053 -1.715 -3.958
H -3.509 -5.242 -3.274
H -5.094 -4.755 -2.669
N -0.507 -5.056 -1.831
C -0.652 -4.836 -3.179
N 0.129 -3.891 -3.686
O -1.432 -5.566 -3.867
H -1.338 -5.414 -1.291
H 0.060 -4.433 -1.239
H 0.627 -3.209 -3.099
H 0.015 -3.707 -4.715
N -3.976 0.226 -3.578
C -3.750 0.890 -2.368
N -3.750 0.101 -1.253
O -3.516 2.097 -2.348
H -4.439 0.825 -4.227
H -4.651 -0.500 -3.340
H -4.048 -0.854 -1.255
H -3.470 0.656 -0.435
C -0.347 -0.531 -0.526
C -0.264 -0.865 -1.991
C -0.209 0.315 -2.971
O 0.908 -1.643 -2.209
H -1.185 0.114 -0.411
H 0.598 -0.074 -0.221
H -0.639 -1.400 0.044
H -1.095 -1.578 -2.311
H -0.152 -0.198 -3.934
H 0.561 0.997 -2.666
H -1.176 0.892 -2.868
H 1.357 -2.005 -1.355
C -0.376 1.326 2.834
C 0.762 1.905 2.023
C 1.355 3.204 2.502
O 1.847 0.949 1.900
H -0.555 0.331 2.471
H -1.236 1.929 2.825
H -0.054 1.218 3.901
H 0.315 2.122 1.020
H 0.567 3.948 2.575
H 2.128 3.591 1.853
H 1.717 3.107 3.500
H 1.565 0.044 2.088
C -1.473 4.623 -1.780
C -2.382 4.736 -0.513
C -2.387 6.164 -0.013
O -3.771 4.344 -0.693
H -1.971 5.267 -2.549
H -1.389 3.546 -2.081
H -0.471 4.899 -1.570
H -2.032 4.144 0.322
H -2.856 6.767 -0.814
H -1.375 6.475 0.143
H -2.973 6.254 0.826
H -3.765 3.519 -1.270